Record 1
89
Properties=species:S:1:pos:R:3:forces:R:3 method="wB97M-V/def2-TZVPD" max_force_ev_per_a=4.392 smiles="C[N+](=O)[O-].C[N+](=O)[O-].C[N+](=O)[O-].C[N+](=O)[O-].C[N+](=O)[O-].C[N+](=O)[O-].O=S1(=O)OCCO1.O=C1CCCO1.O=C1CCCO1.O=C1CCCO1" homo_ev=-9.86 homo_lumo_gap_ev=9.24 energy_ev=-86189.612 e_lumo_ev=-0.6 total_charge=0
C 5.64717 -33.53919 -0.94394 -0.41 -1.95 1.85
N 6.90128 -34.10052 -1.50358 1.11 3.09 -2.18
O 7.80244 -33.27769 -1.61601 0.31 0.17 0.62
O 7.00819 -35.19749 -1.97217 -0.62 -1.21 0.76
H 5.52805 -34.36368 -0.24100 -1.31 0.10 0.34
H 4.79696 -33.48784 -1.62410 0.55 -0.22 -0.27
H 5.77631 -32.64904 -0.32827 0.56 0.03 -0.71
C 12.65804 -30.08976 -4.14949 -0.51 0.08 1.42
N 13.14111 -31.36606 -3.50685 1.10 -1.00 -0.65
O 12.31442 -32.12993 -3.02335 0.69 0.73 -0.28
O 14.35879 -31.60183 -3.59386 -2.11 0.47 0.28
H 11.65631 -29.87989 -3.77450 -0.10 -0.48 -0.22
H 12.64580 -30.20632 -5.23316 0.47 0.17 0.26
H 13.25656 -29.30911 -3.67996 0.44 0.00 -0.87
C 12.07403 -38.09104 0.77506 0.03 0.47 -0.64
N 13.11082 -37.32006 1.45783 -0.95 0.56 -0.48
O 12.89652 -36.15260 1.68036 0.15 0.61 0.34
O 14.08796 -37.93692 1.74221 1.96 -0.59 0.80
H 12.58497 -38.55040 -0.07112 -0.33 -0.36 0.22
H 11.38140 -37.34486 0.38569 -0.33 -0.53 0.34
H 11.74163 -38.78784 1.54453 -0.42 -0.05 -0.55
C 9.09418 -32.47624 -4.26106 0.06 -0.10 -0.76
N 8.20950 -32.18722 -5.45312 -2.09 0.63 -0.15
O 8.50522 -31.22171 -6.13715 0.67 -0.70 0.27
O 7.11016 -32.74690 -5.57765 1.70 -0.14 0.47
H 10.10807 -32.64020 -4.62608 -0.07 0.35 -0.06
H 8.79304 -33.36262 -3.70272 -0.49 0.44 -0.22
H 8.99828 -31.53672 -3.71682 0.27 -0.37 0.33
C 10.52178 -35.02980 -2.54071 0.58 1.32 0.32
N 10.52807 -35.37695 -3.97718 0.02 0.70 3.41
O 9.65150 -36.10898 -4.30408 -1.05 -1.18 -2.13
O 11.38612 -34.82712 -4.61202 0.58 -0.21 -1.95
H 11.25593 -35.64132 -2.01613 -0.37 -0.25 -0.06
H 9.50309 -35.00609 -2.15366 0.28 -0.48 -0.07
H 10.92668 -34.01878 -2.58526 -0.04 0.01 0.60
C 15.01290 -34.97483 -3.18490 -1.05 0.57 0.85
N 14.14100 -35.10550 -1.93698 0.68 -1.68 4.00
O 13.37260 -36.10142 -1.82558 1.40 2.40 -1.06
O 14.39908 -34.37698 -0.93150 -0.84 -1.39 -3.42
H 15.33223 -35.95318 -3.54401 -0.39 0.07 0.25
H 15.85174 -34.34965 -2.87896 -0.28 0.02 -0.24
H 14.31380 -34.47966 -3.85883 0.49 0.00 -0.40
O 10.80150 -38.35239 -2.10729 -2.38 -0.58 0.30
C 9.72591 -38.64930 -1.58996 0.85 0.96 -0.52
O 9.73385 -39.31106 -0.42282 -0.36 -0.71 1.31
C 8.47685 -39.21430 0.33971 0.39 0.86 -1.08
C 7.60414 -38.34393 -0.58177 -1.04 0.73 1.73
C 8.24408 -38.32498 -1.94374 0.64 -0.66 -0.28
H 8.66485 -38.68364 1.27307 0.39 -0.04 -0.06
H 8.04134 -40.17133 0.62702 0.41 -0.28 -0.63
H 7.55056 -37.34925 -0.13924 0.59 0.38 -0.19
H 6.55626 -38.60091 -0.42674 -0.08 -0.57 -0.98
H 8.11377 -37.42332 -2.54219 0.23 0.03 0.31
H 7.85003 -39.14314 -2.54660 0.21 -0.18 -0.20
O 13.84706 -36.31938 -7.51390 -1.16 0.46 -0.21
C 12.84284 -35.89786 -8.04174 1.67 0.50 0.39
O 12.17160 -36.67035 -8.93090 0.04 0.06 -0.28
C 11.15030 -35.93951 -9.61782 -0.13 0.70 0.54
C 10.92304 -34.74840 -8.70682 -1.39 2.22 1.25
C 12.21882 -34.45753 -7.91395 -0.44 -2.50 -1.08
H 10.30799 -36.60581 -9.80398 -0.04 0.12 0.36
H 11.45949 -35.55341 -10.58912 0.57 -0.36 -0.09
H 10.12877 -34.79343 -7.96170 -0.09 -1.35 0.22
H 10.51017 -33.83888 -9.14321 0.56 0.01 -1.05
H 12.02083 -34.27155 -6.85834 0.26 0.21 -0.22
H 12.86179 -33.72583 -8.40315 0.12 -0.10 0.25
O 8.22554 -40.01439 -5.19901 1.70 -0.27 -0.37
C 9.40568 -39.96988 -5.52662 -2.14 1.55 0.47
O 10.27546 -40.94073 -5.28573 -0.44 -0.57 0.36
C 11.57934 -40.61762 -5.79269 -0.80 -1.33 0.32
C 11.37319 -39.50305 -6.72584 0.28 2.03 -0.35
C 10.07632 -38.74397 -6.19308 1.74 -2.50 -0.50
H 11.90151 -41.50074 -6.34442 0.45 -0.08 0.51
H 12.20569 -40.34390 -4.94366 0.10 -0.28 -0.06
H 11.28490 -39.83275 -7.76103 -0.28 0.04 0.08
H 12.33711 -39.00352 -6.62873 -0.30 0.99 -0.58
H 9.46841 -38.37643 -7.01979 0.01 0.30 0.45
H 10.33844 -38.03577 -5.40706 -0.30 0.17 -0.28
C 5.51483 -35.32040 -4.53093 2.02 0.85 -0.62
C 5.77684 -36.72777 -5.08542 1.95 1.99 -1.24
O 5.20037 -37.61276 -4.23531 -2.51 -1.46 2.56
S 4.12429 -36.90322 -3.17210 -2.11 -0.46 -1.36
O 4.22398 -37.49122 -1.83878 0.62 1.49 -2.61
O 2.78322 -36.82875 -3.78255 2.90 -0.36 1.26
O 4.78415 -35.42728 -3.35649 -1.66 -1.19 1.76
H 5.12792 -34.56140 -5.21088 -0.52 -0.41 -0.02
H 6.49507 -34.96207 -4.21656 -0.09 0.34 -0.11
H 6.85501 -36.87424 -5.02066 0.09 -0.27 -0.01
H 5.56979 -36.77055 -6.15472 -0.90 -0.58 0.14

---

Record 2
19
Properties=species:S:1:pos:R:3:forces:R:3 method="wB97M-V/def2-TZVPD" max_force_ev_per_a=1.478 smiles=CNCN(C)CO homo_ev=-8.82 homo_lumo_gap_ev=9.81 energy_ev=-9369.305 e_lumo_ev=1.0 total_charge=0 relative_energy_ev=1.889
C -0.68133 -0.45315 1.45112 0.81 -0.86 -0.64
C 0.83832 0.75694 0.00169 -1.19 0.71 -0.30
C 1.18666 -1.58842 0.33177 -0.19 -0.39 0.16
C -0.60908 1.31154 -1.88463 -0.46 0.09 0.10
N 0.19003 -0.52548 0.20986 -0.27 -0.27 1.43
N -0.14382 1.67261 -0.55340 0.98 0.77 -0.34
O -1.70268 -1.42094 1.37500 0.09 0.07 -0.57
H -2.00685 -1.34377 0.45483 -0.09 -0.24 0.35
H -0.91465 1.87608 0.07215 0.26 -0.13 -0.10
H -1.14833 0.51544 1.64450 0.38 0.29 -0.59
H -0.08211 -0.68857 2.33642 0.05 -0.10 0.05
H 1.67708 0.68180 -0.70501 -0.30 -0.23 0.13
H 1.24337 1.17037 0.93595 -0.01 0.05 0.01
H 1.79648 -1.66398 -0.57721 -0.25 0.17 0.11
H 1.86524 -1.41909 1.17926 0.07 -0.02 0.04
H 0.69982 -2.55862 0.48067 0.02 0.22 0.00
H -1.33766 0.49546 -1.85233 0.03 -0.10 -0.22
H -1.08135 2.17685 -2.35996 0.01 -0.08 0.10
H 0.21085 1.00491 -2.54068 0.07 0.03 0.29

---

Record 3
75
Properties=species:S:1:pos:R:3:forces:R:3 method="wB97M-V/def2-TZVPD" max_force_ev_per_a=0.450 homo_ev=-11.12 homo_lumo_gap_ev=7.58 energy_ev=-80962.306 e_lumo_ev=-3.5 total_charge=+1 relative_energy_ev=0.000
Au -0.19822 1.23553 0.14845 0.14 -0.30 0.12
C -1.05040 -1.17870 -3.60086 -0.03 -0.01 0.00
Si -1.18586 -1.48795 -1.75122 -0.03 0.04 -0.04
C -2.47362 -2.85780 -1.62781 0.05 -0.02 0.02
C 0.41546 -2.27270 -1.14536 0.09 -0.03 0.01
C -1.75422 -0.00855 -0.68351 -0.04 0.05 0.04
Si -2.97331 1.13118 -1.59968 0.00 0.02 0.01
C -2.13144 2.16346 -2.91588 0.03 -0.04 0.00
C -4.33671 0.14239 -2.42869 -0.01 0.01 0.01
C -3.81207 2.35721 -0.44752 0.02 0.00 0.00
Si -2.49178 -0.70166 0.90991 -0.04 0.00 0.01
C -4.28084 -1.24447 0.88994 0.02 -0.01 -0.02
C -1.44218 -1.97483 1.78919 0.03 -0.03 0.00
C -2.43994 0.80580 2.05278 0.02 0.02 -0.01
C -3.31729 1.08099 3.09330 0.02 0.00 0.01
C -3.21738 2.27095 3.79220 0.01 0.01 0.00
C -2.23177 3.17760 3.43249 0.00 -0.01 0.01
C -1.36355 2.84807 2.41390 0.01 0.01 0.02
N -1.46463 1.68567 1.75395 -0.06 0.07 -0.10
H -0.72079 -2.11721 -4.05786 0.00 0.01 0.00
H -0.35040 -0.39894 -3.89020 0.01 0.00 -0.01
H -2.01934 -0.94072 -4.04248 0.01 0.00 0.00
H -2.14757 -3.65927 -2.29750 -0.01 0.00 0.00
H -3.46510 -2.54610 -1.95553 -0.01 0.03 -0.01
H -2.56185 -3.29562 -0.63252 -0.02 0.00 -0.01
H 0.71781 -3.03209 -1.87299 0.00 -0.05 -0.01
H 0.27182 -2.78056 -0.19212 -0.02 -0.04 0.01
H 1.23454 -1.56242 -1.02147 -0.25 -0.21 0.13
H -1.71383 1.56330 -3.72531 0.01 0.00 0.01
H -1.33530 2.79222 -2.51331 0.02 0.01 0.02
H -2.87966 2.83027 -3.35287 0.00 -0.01 -0.01
H -3.97540 -0.50362 -3.22885 0.00 0.00 0.01
H -5.03742 0.85180 -2.87769 0.00 -0.01 0.00
H -4.90177 -0.47257 -1.72810 -0.01 -0.01 0.01
H -3.11185 3.09763 -0.05434 0.01 0.00 0.01
H -4.33210 1.90038 0.39568 -0.01 -0.01 0.00
H -4.55948 2.90028 -1.03207 0.01 0.01 0.00
H -4.46833 -2.05508 0.18753 0.00 -0.01 -0.01
H -4.95263 -0.42047 0.64506 0.00 0.00 -0.01
H -4.54888 -1.61081 1.88496 0.01 0.00 0.00
H -1.47440 -2.95375 1.31077 0.01 -0.01 0.00
H -1.82061 -2.09447 2.80759 0.00 0.00 0.00
H -0.40257 -1.64422 1.84956 -0.07 0.01 0.00
H -4.08912 0.36300 3.33676 0.00 0.00 0.00
H -3.90251 2.49663 4.59871 0.00 0.00 0.00
H -2.12537 4.12886 3.93319 0.00 0.00 0.00
H -0.57041 3.51673 2.11844 0.03 -0.01 -0.01
S 0.95445 0.91211 -1.83417 -0.07 0.40 -0.20
C 2.66476 0.64488 -1.55889 0.05 -0.05 0.03
N 3.45277 1.50340 -0.95600 0.06 0.04 -0.14
C 4.87826 1.27142 -0.70674 0.00 0.02 -0.03
C 5.17178 -0.21678 -0.77313 -0.02 -0.01 -0.01
C 4.58825 -0.79108 -2.05451 0.01 0.01 0.00
N 3.16626 -0.45293 -2.11197 0.07 0.07 -0.03
H 2.99054 2.27178 -0.47482 0.03 -0.06 -0.02
H 5.10236 1.67992 0.27720 0.00 -0.01 0.00
H 5.46057 1.81820 -1.45076 0.00 0.00 0.00
H 4.72460 -0.72011 0.08784 0.04 0.01 -0.09
H 6.24701 -0.38453 -0.74351 0.01 0.00 -0.01
H 4.67365 -1.87535 -2.08128 0.00 -0.01 0.00
H 5.09889 -0.38828 -2.93200 0.00 0.00 0.00
H 2.50497 -1.09368 -2.52138 0.03 0.01 -0.03
C 5.62803 -0.21486 3.19879 0.00 -0.01 -0.01
C 4.26625 -0.33010 2.59082 -0.04 0.03 0.09
C 3.64612 -1.55895 2.38100 -0.02 -0.02 0.03
C 2.38816 -1.53676 1.81213 0.03 0.02 0.03
N 1.76327 -0.40439 1.49439 0.09 -0.02 0.05
C 2.43110 0.72684 1.74813 -0.07 0.03 -0.05
S 1.64356 2.25198 1.35303 -0.11 0.14 0.11
N 3.65914 0.81020 2.25349 0.00 -0.03 0.08
H 6.12915 -1.17893 3.25475 0.00 0.00 0.00
H 5.54061 0.19183 4.20744 0.00 0.00 0.00
H 6.23718 0.48352 2.62574 0.01 0.01 -0.01
H 4.12861 -2.48847 2.64663 0.00 0.00 0.00
H 1.85196 -2.45624 1.59911 0.01 0.00 0.01